C36H34GaIN5O2 | wB97M-V/def2-TZVPD

M: 765.3 g mol⁻¹
2S+1: 1
Net charge: +1
HOMO-LUMO gap: 7.7070 eV
LUMO: -3.23 eV

The geometry in XYZ format:
```
79
C36H34GaIN5O2, DFT wB97M-V/def2-TZVPD
Ga 0.9464 0.7556 -1.3892
C 2.8142 3.6294 1.5990
C 1.3942 3.9082 1.2213
N 0.7130 4.8051 1.8906
C -0.5696 5.0650 1.5458
C -1.2177 4.4526 0.5094
C -2.6576 4.7935 0.2207
O -2.8776 5.2564 -1.1097
C -0.5020 3.4694 -0.2220
C -1.1396 2.8257 -1.3439
N -0.7515 1.7647 -1.9753
C -1.6197 1.3221 -3.0331
C -3.0054 1.3860 -2.9062
C -3.8275 0.9788 -3.9418
C -3.2831 0.4774 -5.1167
C -1.9069 0.3906 -5.2546
C -1.0953 0.8190 -4.2157
I 0.9591 0.7442 -4.4239
C 0.8076 3.1769 0.1457
O 1.5406 2.2687 -0.4585
H 3.0808 4.2314 2.4635
H 3.4875 3.8591 0.7717
H 2.9565 2.5710 1.8257
H -1.0793 5.8135 2.1407
H -3.0016 5.5281 0.9514
H -3.2906 3.9106 0.3329
H -2.4930 6.1353 -1.1982
H -2.0411 3.3133 -1.7041
H -3.4444 1.7344 -1.9802
H -4.9005 1.0452 -3.8245
H -3.9248 0.1503 -5.9231
H -1.4685 0.0060 -6.1644
C -1.6442 -4.7609 1.4795
C -0.3546 -4.5157 2.2134
C 0.1692 -5.4602 3.0890
C 1.3594 -5.2425 3.7662
C 2.0394 -4.0457 3.5975
C 1.5291 -3.0780 2.7462
C 0.3542 -3.3251 2.0445
N -0.2001 -2.3444 1.1654
C 0.4719 -1.5870 0.2620
N 1.6629 -2.0689 -0.1335
C 2.6960 -1.5105 -0.9411
C 2.5590 -0.2956 -1.5949
C 3.6548 0.1749 -2.3223
C 4.8258 -0.5506 -2.4191
C 4.9160 -1.7808 -1.7771
C 3.8679 -2.2816 -1.0262
C 3.9925 -3.6108 -0.3269
N -0.0700 -0.4774 -0.2181
C -1.3128 -0.0625 0.3837
C -2.4991 -0.3596 -0.2739
C -3.7147 0.0533 0.2518
C -3.7364 0.7719 1.4381
C -2.5476 1.0513 2.0990
C -1.3169 0.6312 1.5996
C -0.0639 0.8753 2.3975
H -1.9811 -5.7847 1.6270
H -1.5325 -4.5891 0.4076
H -2.4441 -4.1044 1.8340
H -0.3660 -6.3911 3.2296
H 1.7487 -6.0008 4.4315
H 2.9559 -3.8534 4.1386
H 2.0354 -2.1263 2.6414
H -1.1700 -2.0985 1.3014
H 1.8845 -2.9653 0.2736
H 3.6004 1.1411 -2.8143
H 5.6655 -0.1699 -2.9843
H 5.8256 -2.3637 -1.8528
H 4.9686 -4.0502 -0.5192
H 3.2428 -4.3288 -0.6732
H 3.8894 -3.5196 0.7580
H -2.4573 -0.9059 -1.2087
H -4.6358 -0.1838 -0.2647
H -4.6770 1.1031 1.8578
H -2.5691 1.6039 3.0310
H -0.1208 1.8265 2.9261
H 0.8323 0.8825 1.7779
H 0.0642 0.0907 3.1483
```

C36H34N6O6S | wB97M-V/def2-TZVPD

M: 678.8 g mol⁻¹
SMILES: NC(=O)[C@H](Cc1cc2ccccc2s1)NC(=O)[C@@H]1C[C@@]2(CC(c3cccc(NC(=O)[C@@H]4CCC(=O)N4)c3)=NO2)CN1C(=O)c1ccccc1
2S+1: 1
HOMO-LUMO gap: 8.2932 eV
LUMO: 0.03 eV

The geometry in XYZ format:
```
83
C36H34N6O6S, DFT wB97M-V/def2-TZVPD
N 6.0725 1.4145 -1.6439
C 5.9326 2.3346 -0.6796
O 6.8647 2.8109 -0.0671
C 4.4870 2.7617 -0.3484
N 3.4810 2.0245 -1.0668
C 2.8823 2.4702 -2.1811
O 3.0969 3.5482 -2.6901
C 1.8477 1.5084 -2.8054
N 1.9216 0.1456 -2.2982
C 3.0734 -0.5488 -2.4359
O 4.0271 -0.0554 -3.0254
C 3.1706 -1.8979 -1.8159
C 2.2044 -2.8852 -1.9707
C 2.3981 -4.1366 -1.4131
C 3.5572 -4.4152 -0.7091
C 4.5344 -3.4434 -0.5743
C 4.3434 -2.1907 -1.1241
H 5.1025 -1.4283 -1.0312
H 5.4486 -3.6634 -0.0458
H 3.7051 -5.3940 -0.2786
H 1.6446 -4.9000 -1.5391
H 1.3183 -2.6935 -2.5565
C 0.7496 -0.2151 -1.5320
H 1.0210 -0.7476 -0.6165
H 0.0717 -0.8408 -2.1247
C 0.0622 1.1274 -1.2389
C -1.4307 1.0456 -0.8988
C -1.4310 1.5915 0.5115
N -0.2658 1.9308 0.9023
O 0.6674 1.7082 -0.0598
C -2.6087 1.7243 1.3448
C -3.8541 1.3408 0.8527
C -4.9849 1.4701 1.6479
C -4.8675 1.9833 2.9380
C -3.6285 2.3625 3.4239
C -2.4996 2.2371 2.6387
H -1.5286 2.5294 3.0026
H -3.5484 2.7592 4.4244
H -5.7473 2.0850 3.5577
N -6.2601 1.0994 1.1999
C -6.6177 0.5652 0.0009
O -5.8671 0.3286 -0.9162
C -8.1288 0.2749 -0.0838
N -8.4890 -0.1721 -1.4021
C -8.5655 -1.5202 -1.5387
O -8.7365 -2.1131 -2.5723
C -8.4221 -2.1201 -0.1448
H -7.4385 -2.5901 -0.0919
C -8.5316 -0.9245 0.7989
H -9.5631 -0.8001 1.1298
H -7.8942 -1.0252 1.6766
H -9.1752 -2.8846 0.0315
H -8.3393 0.4156 -2.2068
H -8.6798 1.1866 0.1794
H -6.9999 1.2545 1.8717
H -3.9554 0.9448 -0.1425
H -2.0367 1.6657 -1.5604
H -1.8102 0.0236 -0.9301
C 0.4280 1.9661 -2.4664
H 0.3943 3.0337 -2.2555
H -0.2605 1.7380 -3.2806
H 2.0388 1.5212 -3.8836
H 3.1815 1.1608 -0.6382
H 4.4009 3.8152 -0.6402
C 4.2615 2.6211 1.1702
C 4.2064 1.1847 1.5626
C 3.0955 0.4156 1.6715
C 3.3731 -0.9402 2.0091
C 2.4903 -2.0037 2.2015
C 2.9851 -3.2398 2.5501
C 4.3549 -3.4398 2.7177
C 5.2501 -2.4082 2.5219
C 4.7555 -1.1645 2.1605
S 5.6738 0.2842 1.8538
H 6.3114 -2.5570 2.6482
H 4.7184 -4.4153 3.0038
H 2.3067 -4.0659 2.7035
H 1.4277 -1.8439 2.0854
H 2.1009 0.8057 1.5534
H 5.0888 3.1247 1.6723
H 3.3194 3.1018 1.4398
H 5.3085 1.0657 -2.2095
H 7.0092 1.1726 -1.9237
```

C36H35BF6FeO3S | wB97M-V/def2-TZVPD

M: 728.4 g mol⁻¹
2S+1: 5
HOMO-LUMO gap (spin up / spin down): 6.3957 / 5.5062 eV
LUMO (spin up / spin down): 0.14 / -2.47 eV
<S²>: 6.086

The geometry in XYZ format:
```
83
C36H35BF6FeO3S, DFT wB97M-V/def2-TZVPD
C 3.3729 -5.3880 -0.4817
C 2.3287 -4.3388 -0.3427
C 1.0592 -4.3728 -0.9657
C 0.1929 -3.3498 -0.5286
C 0.7110 -2.3227 0.3498
B 0.2924 1.0873 -3.3782
C -0.0354 -2.2267 1.6020
C 0.6560 -1.9471 2.7813
C -0.0579 -1.8714 3.9779
C 0.6280 -1.5107 5.2491
F -0.0238 -2.0058 6.3381
F 1.9160 -1.9244 5.3294
F 0.6660 -0.1320 5.3899
C -1.4337 -2.0630 4.0241
C -2.1059 -2.3478 2.8438
C -3.5915 -2.5625 2.8327
F -4.1759 -1.7942 1.8517
F -3.9214 -3.8580 2.5384
F -4.1933 -2.2399 4.0019
C -1.4276 -2.4718 1.6396
O 1.5148 0.7430 -2.9650
C 1.9914 -0.7301 -3.0526
C 1.4855 -1.2153 -4.3929
C 1.9987 -0.2768 -5.5312
C 1.9968 -2.5805 -4.7720
C -0.0404 -1.2020 -4.2430
O -0.5096 0.2419 -4.0306
S 2.4670 -2.8492 0.5136
H 2.9440 -6.2417 -1.0186
H 4.1936 -4.9827 -1.0851
H 3.8399 -5.7726 0.4363
H 0.7297 -5.2690 -1.4479
H -0.8670 -3.4155 -0.7322
H 1.7163 -1.7903 2.7467
H -1.9441 -1.9608 4.9761
H -1.9458 -2.7788 0.7391
H 3.0780 -0.7806 -2.9197
H 1.5249 -1.1865 -2.1750
H 1.4911 -0.5484 -6.4745
H 1.8689 0.7886 -5.3175
H 3.0899 -0.4602 -5.6424
H 1.5953 -2.9189 -5.7301
H 3.0774 -2.5606 -4.9335
H 1.8165 -3.3621 -4.0533
H -0.5894 -1.5535 -5.0986
H -0.3613 -1.7134 -3.3106
C -3.6127 2.8885 4.3632
O -3.9235 1.9424 3.3309
C -2.8675 1.4402 2.6036
C -3.1603 0.9148 1.3291
C -2.1456 0.4548 0.4975
C -0.8025 0.5199 0.9159
C 0.4452 0.4822 0.1336
C 1.0674 1.8577 0.0510
C 1.9566 2.4990 -0.9199
C 2.3636 3.8340 -0.4877
C 1.6705 4.0942 0.7563
C 0.8174 2.9591 1.0280
Fe 0.4115 3.7265 -0.7070
C -1.4800 4.3423 -0.5698
C -1.2495 3.4600 -1.7021
C -0.2064 4.0505 -2.5237
C 0.1595 5.3205 -1.9232
C -0.6072 5.4903 -0.7176
C -0.5758 0.8197 2.2809
C -1.5456 1.3201 3.1293
H -4.5785 3.3394 4.5840
H -3.2052 2.3694 5.2373
H -2.8931 3.6424 4.0146
H -4.2043 0.8818 1.0238
H -2.4115 0.0789 -0.4869
H 0.7052 -0.3405 -0.4966
H 2.3839 1.9808 -1.7424
H 3.0731 4.4940 -0.9487
H 1.7958 4.9480 1.3979
H 0.1746 2.8916 1.8858
H -2.2538 4.2122 0.1773
H -1.8166 2.5717 -1.9457
H 0.1489 3.6425 -3.4679
H 0.8355 6.0620 -2.3567
H -0.6197 6.3734 -0.0806
H 0.4528 0.7923 2.6569
H -1.3207 1.6593 4.1414
```

Please write out number 1 again, unchanged.
C36H34GaIN5O2 | wB97M-V/def2-TZVPD

M: 765.3 g mol⁻¹
2S+1: 1
Net charge: +1
HOMO-LUMO gap: 7.7070 eV
LUMO: -3.23 eV

The geometry in XYZ format:
```
79
C36H34GaIN5O2, DFT wB97M-V/def2-TZVPD
Ga 0.9464 0.7556 -1.3892
C 2.8142 3.6294 1.5990
C 1.3942 3.9082 1.2213
N 0.7130 4.8051 1.8906
C -0.5696 5.0650 1.5458
C -1.2177 4.4526 0.5094
C -2.6576 4.7935 0.2207
O -2.8776 5.2564 -1.1097
C -0.5020 3.4694 -0.2220
C -1.1396 2.8257 -1.3439
N -0.7515 1.7647 -1.9753
C -1.6197 1.3221 -3.0331
C -3.0054 1.3860 -2.9062
C -3.8275 0.9788 -3.9418
C -3.2831 0.4774 -5.1167
C -1.9069 0.3906 -5.2546
C -1.0953 0.8190 -4.2157
I 0.9591 0.7442 -4.4239
C 0.8076 3.1769 0.1457
O 1.5406 2.2687 -0.4585
H 3.0808 4.2314 2.4635
H 3.4875 3.8591 0.7717
H 2.9565 2.5710 1.8257
H -1.0793 5.8135 2.1407
H -3.0016 5.5281 0.9514
H -3.2906 3.9106 0.3329
H -2.4930 6.1353 -1.1982
H -2.0411 3.3133 -1.7041
H -3.4444 1.7344 -1.9802
H -4.9005 1.0452 -3.8245
H -3.9248 0.1503 -5.9231
H -1.4685 0.0060 -6.1644
C -1.6442 -4.7609 1.4795
C -0.3546 -4.5157 2.2134
C 0.1692 -5.4602 3.0890
C 1.3594 -5.2425 3.7662
C 2.0394 -4.0457 3.5975
C 1.5291 -3.0780 2.7462
C 0.3542 -3.3251 2.0445
N -0.2001 -2.3444 1.1654
C 0.4719 -1.5870 0.2620
N 1.6629 -2.0689 -0.1335
C 2.6960 -1.5105 -0.9411
C 2.5590 -0.2956 -1.5949
C 3.6548 0.1749 -2.3223
C 4.8258 -0.5506 -2.4191
C 4.9160 -1.7808 -1.7771
C 3.8679 -2.2816 -1.0262
C 3.9925 -3.6108 -0.3269
N -0.0700 -0.4774 -0.2181
C -1.3128 -0.0625 0.3837
C -2.4991 -0.3596 -0.2739
C -3.7147 0.0533 0.2518
C -3.7364 0.7719 1.4381
C -2.5476 1.0513 2.0990
C -1.3169 0.6312 1.5996
C -0.0639 0.8753 2.3975
H -1.9811 -5.7847 1.6270
H -1.5325 -4.5891 0.4076
H -2.4441 -4.1044 1.8340
H -0.3660 -6.3911 3.2296
H 1.7487 -6.0008 4.4315
H 2.9559 -3.8534 4.1386
H 2.0354 -2.1263 2.6414
H -1.1700 -2.0985 1.3014
H 1.8845 -2.9653 0.2736
H 3.6004 1.1411 -2.8143
H 5.6655 -0.1699 -2.9843
H 5.8256 -2.3637 -1.8528
H 4.9686 -4.0502 -0.5192
H 3.2428 -4.3288 -0.6732
H 3.8894 -3.5196 0.7580
H -2.4573 -0.9059 -1.2087
H -4.6358 -0.1838 -0.2647
H -4.6770 1.1031 1.8578
H -2.5691 1.6039 3.0310
H -0.1208 1.8265 2.9261
H 0.8323 0.8825 1.7779
H 0.0642 0.0907 3.1483
```

Q: What is the formula in the third record?
A: C36H35BF6FeO3S

Repeat the first record exactly.
C36H34GaIN5O2 | wB97M-V/def2-TZVPD

M: 765.3 g mol⁻¹
2S+1: 1
Net charge: +1
HOMO-LUMO gap: 7.7070 eV
LUMO: -3.23 eV

The geometry in XYZ format:
```
79
C36H34GaIN5O2, DFT wB97M-V/def2-TZVPD
Ga 0.9464 0.7556 -1.3892
C 2.8142 3.6294 1.5990
C 1.3942 3.9082 1.2213
N 0.7130 4.8051 1.8906
C -0.5696 5.0650 1.5458
C -1.2177 4.4526 0.5094
C -2.6576 4.7935 0.2207
O -2.8776 5.2564 -1.1097
C -0.5020 3.4694 -0.2220
C -1.1396 2.8257 -1.3439
N -0.7515 1.7647 -1.9753
C -1.6197 1.3221 -3.0331
C -3.0054 1.3860 -2.9062
C -3.8275 0.9788 -3.9418
C -3.2831 0.4774 -5.1167
C -1.9069 0.3906 -5.2546
C -1.0953 0.8190 -4.2157
I 0.9591 0.7442 -4.4239
C 0.8076 3.1769 0.1457
O 1.5406 2.2687 -0.4585
H 3.0808 4.2314 2.4635
H 3.4875 3.8591 0.7717
H 2.9565 2.5710 1.8257
H -1.0793 5.8135 2.1407
H -3.0016 5.5281 0.9514
H -3.2906 3.9106 0.3329
H -2.4930 6.1353 -1.1982
H -2.0411 3.3133 -1.7041
H -3.4444 1.7344 -1.9802
H -4.9005 1.0452 -3.8245
H -3.9248 0.1503 -5.9231
H -1.4685 0.0060 -6.1644
C -1.6442 -4.7609 1.4795
C -0.3546 -4.5157 2.2134
C 0.1692 -5.4602 3.0890
C 1.3594 -5.2425 3.7662
C 2.0394 -4.0457 3.5975
C 1.5291 -3.0780 2.7462
C 0.3542 -3.3251 2.0445
N -0.2001 -2.3444 1.1654
C 0.4719 -1.5870 0.2620
N 1.6629 -2.0689 -0.1335
C 2.6960 -1.5105 -0.9411
C 2.5590 -0.2956 -1.5949
C 3.6548 0.1749 -2.3223
C 4.8258 -0.5506 -2.4191
C 4.9160 -1.7808 -1.7771
C 3.8679 -2.2816 -1.0262
C 3.9925 -3.6108 -0.3269
N -0.0700 -0.4774 -0.2181
C -1.3128 -0.0625 0.3837
C -2.4991 -0.3596 -0.2739
C -3.7147 0.0533 0.2518
C -3.7364 0.7719 1.4381
C -2.5476 1.0513 2.0990
C -1.3169 0.6312 1.5996
C -0.0639 0.8753 2.3975
H -1.9811 -5.7847 1.6270
H -1.5325 -4.5891 0.4076
H -2.4441 -4.1044 1.8340
H -0.3660 -6.3911 3.2296
H 1.7487 -6.0008 4.4315
H 2.9559 -3.8534 4.1386
H 2.0354 -2.1263 2.6414
H -1.1700 -2.0985 1.3014
H 1.8845 -2.9653 0.2736
H 3.6004 1.1411 -2.8143
H 5.6655 -0.1699 -2.9843
H 5.8256 -2.3637 -1.8528
H 4.9686 -4.0502 -0.5192
H 3.2428 -4.3288 -0.6732
H 3.8894 -3.5196 0.7580
H -2.4573 -0.9059 -1.2087
H -4.6358 -0.1838 -0.2647
H -4.6770 1.1031 1.8578
H -2.5691 1.6039 3.0310
H -0.1208 1.8265 2.9261
H 0.8323 0.8825 1.7779
H 0.0642 0.0907 3.1483
```

Copy entry 2 word for word.
C36H34N6O6S | wB97M-V/def2-TZVPD

M: 678.8 g mol⁻¹
SMILES: NC(=O)[C@H](Cc1cc2ccccc2s1)NC(=O)[C@@H]1C[C@@]2(CC(c3cccc(NC(=O)[C@@H]4CCC(=O)N4)c3)=NO2)CN1C(=O)c1ccccc1
2S+1: 1
HOMO-LUMO gap: 8.2932 eV
LUMO: 0.03 eV

The geometry in XYZ format:
```
83
C36H34N6O6S, DFT wB97M-V/def2-TZVPD
N 6.0725 1.4145 -1.6439
C 5.9326 2.3346 -0.6796
O 6.8647 2.8109 -0.0671
C 4.4870 2.7617 -0.3484
N 3.4810 2.0245 -1.0668
C 2.8823 2.4702 -2.1811
O 3.0969 3.5482 -2.6901
C 1.8477 1.5084 -2.8054
N 1.9216 0.1456 -2.2982
C 3.0734 -0.5488 -2.4359
O 4.0271 -0.0554 -3.0254
C 3.1706 -1.8979 -1.8159
C 2.2044 -2.8852 -1.9707
C 2.3981 -4.1366 -1.4131
C 3.5572 -4.4152 -0.7091
C 4.5344 -3.4434 -0.5743
C 4.3434 -2.1907 -1.1241
H 5.1025 -1.4283 -1.0312
H 5.4486 -3.6634 -0.0458
H 3.7051 -5.3940 -0.2786
H 1.6446 -4.9000 -1.5391
H 1.3183 -2.6935 -2.5565
C 0.7496 -0.2151 -1.5320
H 1.0210 -0.7476 -0.6165
H 0.0717 -0.8408 -2.1247
C 0.0622 1.1274 -1.2389
C -1.4307 1.0456 -0.8988
C -1.4310 1.5915 0.5115
N -0.2658 1.9308 0.9023
O 0.6674 1.7082 -0.0598
C -2.6087 1.7243 1.3448
C -3.8541 1.3408 0.8527
C -4.9849 1.4701 1.6479
C -4.8675 1.9833 2.9380
C -3.6285 2.3625 3.4239
C -2.4996 2.2371 2.6387
H -1.5286 2.5294 3.0026
H -3.5484 2.7592 4.4244
H -5.7473 2.0850 3.5577
N -6.2601 1.0994 1.1999
C -6.6177 0.5652 0.0009
O -5.8671 0.3286 -0.9162
C -8.1288 0.2749 -0.0838
N -8.4890 -0.1721 -1.4021
C -8.5655 -1.5202 -1.5387
O -8.7365 -2.1131 -2.5723
C -8.4221 -2.1201 -0.1448
H -7.4385 -2.5901 -0.0919
C -8.5316 -0.9245 0.7989
H -9.5631 -0.8001 1.1298
H -7.8942 -1.0252 1.6766
H -9.1752 -2.8846 0.0315
H -8.3393 0.4156 -2.2068
H -8.6798 1.1866 0.1794
H -6.9999 1.2545 1.8717
H -3.9554 0.9448 -0.1425
H -2.0367 1.6657 -1.5604
H -1.8102 0.0236 -0.9301
C 0.4280 1.9661 -2.4664
H 0.3943 3.0337 -2.2555
H -0.2605 1.7380 -3.2806
H 2.0388 1.5212 -3.8836
H 3.1815 1.1608 -0.6382
H 4.4009 3.8152 -0.6402
C 4.2615 2.6211 1.1702
C 4.2064 1.1847 1.5626
C 3.0955 0.4156 1.6715
C 3.3731 -0.9402 2.0091
C 2.4903 -2.0037 2.2015
C 2.9851 -3.2398 2.5501
C 4.3549 -3.4398 2.7177
C 5.2501 -2.4082 2.5219
C 4.7555 -1.1645 2.1605
S 5.6738 0.2842 1.8538
H 6.3114 -2.5570 2.6482
H 4.7184 -4.4153 3.0038
H 2.3067 -4.0659 2.7035
H 1.4277 -1.8439 2.0854
H 2.1009 0.8057 1.5534
H 5.0888 3.1247 1.6723
H 3.3194 3.1018 1.4398
H 5.3085 1.0657 -2.2095
H 7.0092 1.1726 -1.9237
```